1.
# C4H8N2

2 unconnected molecules or ions with the total composition C4H8N2 (the ωB97M-V functional and the def2-TZVPD basis, OMol25).

Computed properties:
E_tot = -7253.871 eV
HOMO-LUMO gap = 9.90 eV
E_HOMO = -8.9 eV
E_LUMO = 0.957 eV
Largest force on an atom = 2.12 eV/Å
Molar mass = 84.12 g/mol
Relative energy (zero: lowest compared OMol25 entry of this formula, charge and spin) = 386.4 kJ/mol

Element x y z (Å)
1 C 1.021 0.050 -0.670
2 C -0.782 0.573 1.379
3 C 1.446 -1.337 -0.500
4 C -1.858 0.535 0.592
5 N 1.363 1.260 -0.666
6 N 0.287 0.786 -1.623
7 H -0.362 -0.326 1.807
8 H -0.414 1.504 1.781
9 H 1.849 -1.701 -1.447
10 H 0.587 -1.959 -0.244
11 H 2.209 -1.410 0.272
12 H -2.287 -0.401 0.258
13 H -2.394 1.430 0.316
14 H -0.663 0.996 -1.254

The Löwdin scheme yields these atomic charges, measured in e: -0.485, -0.094, -0.015, -0.091, 0.150, 0.012, 0.055, 0.059, 0.094, 0.081, 0.085, 0.057, 0.056, 0.035

***

2.
# C4H12

2 unconnected molecules or ions with the total composition C4H12 (the ωB97M-V functional and the def2-TZVPD basis, OMol25).

Computed properties:
E_tot = -4330.610 eV
HOMO-LUMO gap (alpha / beta) = 13.08 / 4.65 eV
E_HOMO (alpha / beta) = -16.2 / -15.8 eV
E_LUMO (alpha / beta) = -3.150 / -11.191 eV
Largest force on an atom = 2.72 eV/Å
Molar mass = 60.14 g/mol
Charge = +1
Spin multiplicity = 2
Relative energy (zero: lowest compared OMol25 entry of this formula, charge and spin) = 60.0 kJ/mol

Element x y z (Å)
1 C 0.444 2.359 0.190
2 C 0.613 1.782 -1.197
3 H 0.910 3.360 0.021
4 H -0.543 2.266 0.590
5 H 1.107 1.794 0.839
6 H 0.028 2.259 -1.997
7 H 0.479 0.589 -1.109
8 H 1.637 1.677 -1.579
9 C -0.447 -1.553 -0.074
10 C -0.683 -2.567 1.091
11 H 0.318 -0.795 0.263
12 H -0.048 -1.965 -0.968
13 H -1.333 -0.885 -0.182
14 H -1.509 -3.250 0.819
15 H -1.002 -1.946 1.915
16 H 0.260 -3.088 1.229

The Löwdin scheme yields these atomic charges, measured in e: -0.043, 0.006, 0.159, 0.099, 0.091, 0.116, 0.189, 0.135, -0.138, -0.092, 0.080, 0.062, 0.086, 0.101, 0.070, 0.077

***

3.
# C5H5F4NO

C5H5F4NO in the gas phase (the ωB97M-V functional and the def2-TZVPD basis, OMol25).

Computed properties:
E_tot = -19672.730 eV
HOMO-LUMO gap = 10.39 eV
E_HOMO = -9.8 eV
E_LUMO = 0.557 eV
Largest force on an atom = 4.84 eV/Å
Molar mass = 171.09 g/mol
Relative energy (zero: lowest compared OMol25 entry of this formula, charge and spin) = 6.0 kJ/mol

Element x y z (Å)
1 C 1.666 1.458 0.087
2 C 1.046 -0.916 0.063
3 C 3.102 0.509 -0.117
4 C 2.645 -0.968 0.152
5 C -0.700 0.788 -0.004
6 N 0.677 0.549 0.221
7 O 1.715 2.631 0.162
8 F 3.495 0.666 -1.370
9 F 3.984 0.929 0.823
10 F 3.206 -1.769 -0.731
11 F 3.103 -1.337 1.360
12 H 0.509 -1.295 -0.816
13 H 0.746 -1.361 0.963
14 H -0.897 1.863 -0.031
15 H -1.111 0.326 -0.941
16 H -1.078 0.311 0.993

The Löwdin scheme yields these atomic charges, measured in e: -0.350, 0.035, -0.336, -0.434, -0.056, -0.123, 0.143, 0.154, 0.121, 0.142, 0.128, 0.137, 0.106, 0.095, 0.105, 0.134

***

4.
# C2H8O3PS

2 unconnected molecules or ions with the total composition C2H8O3PS (the ωB97M-V functional and the def2-TZVPD basis, OMol25).

Computed properties:
E_tot = -28461.984 eV
HOMO-LUMO gap = 5.61 eV
E_HOMO = -11.7 eV
E_LUMO = -6.044 eV
Largest force on an atom = 3.87 eV/Å
Molar mass = 143.12 g/mol
Charge = +1
Relative energy (zero: lowest compared OMol25 entry of this formula, charge and spin) = 266.5 kJ/mol

Element x y z (Å)
1 C -1.081 2.278 1.597
2 C -2.115 -0.775 -1.589
3 O 0.395 -0.052 2.314
4 O 0.326 -0.132 -1.247
5 O 0.284 2.046 1.079
6 P 1.298 0.923 1.424
7 S -0.494 -1.241 -2.167
8 H -1.749 2.453 0.804
9 H -0.962 2.929 2.520
10 H -1.411 1.361 2.081
11 H -2.075 0.316 -1.866
12 H -2.339 -0.914 -0.555
13 H -2.792 -1.207 -2.419
14 H 0.682 -0.938 2.584
15 H 1.088 0.306 -1.734

The Löwdin scheme yields these atomic charges, measured in e: -0.009, -0.404, -0.214, -0.597, -0.369, 1.152, 0.816, 0.089, 0.138, 0.071, 0.042, 0.021, 0.080, 0.109, 0.076

***

5.
# C5H35NO14

13 unconnected molecules or ions with the total composition C5H35NO14 (the ωB97M-V functional and the def2-TZVPD basis, OMol25).

Computed properties:
E_tot = -35907.642 eV
HOMO-LUMO gap = 9.32 eV
E_HOMO = -9.6 eV
E_LUMO = -0.262 eV
Largest force on an atom = 2.95 eV/Å
Molar mass = 333.33 g/mol
Relative energy (zero: lowest compared OMol25 entry of this formula, charge and spin) = 330.4 kJ/mol

Element x y z (Å)
1 C -0.492 -3.413 0.427
2 N -1.130 -2.210 0.082
3 C -1.079 -1.932 -1.372
4 C 0.337 -0.119 0.544
5 C -0.927 -0.960 0.864
6 C -1.005 -1.262 2.346
7 O -0.856 -0.016 3.038
8 O -0.339 -4.238 -0.450
9 H -0.103 -3.562 1.416
10 H -1.587 -1.011 -1.660
11 H -1.809 -2.598 -1.842
12 H -0.065 -2.073 -1.758
13 H 0.239 0.943 0.705
14 H 0.777 -0.361 -0.409
15 H 1.004 -0.370 1.330
16 H -1.870 -0.438 0.690
17 H -1.966 -1.856 2.641
18 H -0.221 -1.915 2.721
19 H -0.689 -0.260 3.960
20 H -0.185 3.053 1.985
21 H -0.765 1.683 2.631
22 O -0.862 2.643 2.528
23 H 2.991 -1.693 2.027
24 H 2.253 -0.528 2.801
25 O 3.003 -0.756 2.246
26 H -1.790 1.645 -2.979
27 H -1.201 1.920 -1.593
28 O -0.969 1.633 -2.478
29 H 2.914 0.498 -0.293
30 H 3.964 1.259 -1.123
31 O 3.022 1.075 -1.060
32 H -3.021 2.787 -0.547
33 H -4.207 2.518 -1.451
34 O -3.294 2.237 -1.315
35 H 3.834 0.720 1.820
36 H 3.046 2.165 2.098
37 O 3.674 1.651 1.594
38 H 1.685 -1.485 -4.347
39 H 0.703 -2.480 -3.721
40 O 1.497 -2.418 -4.254
41 H -2.581 3.479 1.358
42 H -1.567 4.101 0.343
43 O -2.500 3.990 0.542
44 H 0.112 0.301 -2.846
45 H 1.590 0.391 -2.949
46 O 0.883 -0.266 -3.047
47 H 2.044 -1.761 -1.735
48 H 3.273 -2.652 -1.580
49 O 2.687 -2.060 -1.092
50 H 1.860 2.792 -0.869
51 H 0.896 4.037 -0.784
52 O 1.046 3.147 -0.451
53 H -3.738 -1.517 2.307
54 H -4.089 -2.608 1.239
55 O -4.425 -1.849 1.723

The Löwdin scheme yields these atomic charges, measured in e: -0.286, -0.076, -0.044, 0.004, -0.299, -0.216, -0.077, 0.034, 0.121, 0.093, 0.098, 0.062, 0.063, 0.057, 0.036, 0.144, 0.136, 0.103, 0.117, 0.021, -0.007, -0.060, 0.073, 0.050, -0.048, 0.056, 0.019, -0.052, 0.012, 0.060, -0.057, -0.011, 0.051, -0.083, 0.004, 0.035, -0.071, 0.007, 0.007, -0.067, 0.051, 0.043, -0.039, 0.007, 0.054, -0.094, -0.020, 0.054, -0.052, 0.028, 0.042, -0.067, -0.001, 0.034, -0.050

***

6.
# C12H28N2O7S2

A molecular structure, C12H28N2O7S2 (the ωB97M-V functional and the def2-TZVPD basis, OMol25).

Computed properties:
E_tot = -51878.341 eV
HOMO-LUMO gap = 7.33 eV
E_HOMO = -7.7 eV
E_LUMO = -0.355 eV
Largest force on an atom = 1.25 eV/Å
Molar mass = 376.50 g/mol
Relative energy (zero: lowest compared OMol25 entry of this formula, charge and spin) = 0.0 kJ/mol

Element x y z (Å)
1 O 0.852 1.356 1.186
2 C 1.246 1.652 2.292
3 O 2.523 1.728 2.612
4 C 0.357 1.953 3.478
5 C 1.088 1.923 4.823
6 C 1.095 0.530 5.440
7 S 1.791 -0.784 4.443
8 O 1.650 -1.990 5.220
9 O 1.056 -0.730 3.182
10 N 3.288 -0.278 4.298
11 S 4.248 -0.781 3.149
12 O 4.442 0.205 2.096
13 O 4.013 -2.143 2.726
14 H 3.111 1.439 1.891
15 H -0.436 1.200 3.480
16 H -0.123 2.919 3.271
17 H 0.587 2.587 5.536
18 H 2.108 2.291 4.711
19 H 0.079 0.186 5.670
20 H 1.669 0.539 6.372
21 H 5.401 -0.767 3.847
22 C -2.187 -1.676 -4.524
23 C -1.295 -1.717 -3.300
24 N -0.406 -0.512 -3.087
25 C 0.668 -0.544 -4.134
26 C 0.325 -0.654 -1.758
27 C -0.480 -0.563 -0.486
28 C -1.099 0.822 -3.256
29 C -2.298 1.213 -2.402
30 O -3.455 0.454 -2.652
31 C -4.014 -0.240 -1.548
32 H -1.618 -1.668 -5.454
33 H -2.784 -2.587 -4.522
34 H -2.870 -0.832 -4.508
35 H -0.605 -2.559 -3.369
36 H -1.871 -1.852 -2.390
37 H 1.213 -1.480 -4.045
38 H 1.343 0.291 -3.969
39 H 0.217 -0.462 -5.119
40 H 1.096 0.117 -1.760
41 H 0.819 -1.624 -1.826
42 H -0.712 0.458 -0.210
43 H 0.172 -0.917 0.314
44 H -1.382 -1.175 -0.471
45 H -1.395 0.867 -4.303
46 H -0.320 1.569 -3.093
47 H -2.494 2.243 -2.723
48 H -2.070 1.260 -1.340
49 H -3.815 0.280 -0.609
50 H -3.637 -1.264 -1.473
51 H -5.090 -0.282 -1.706

The Löwdin scheme yields these atomic charges, measured in e: 0.046, -0.560, 0.061, -0.107, -0.210, -0.254, 0.521, -0.327, -0.342, -0.365, 0.545, -0.390, -0.369, 0.091, 0.119, 0.124, 0.111, 0.109, 0.105, 0.102, 0.058, -0.049, -0.155, -0.270, 0.005, -0.137, -0.054, -0.074, -0.186, -0.185, -0.076, 0.080, 0.096, 0.072, 0.135, 0.100, 0.115, 0.113, 0.102, 0.140, 0.136, 0.054, 0.098, 0.078, 0.132, 0.146, 0.140, 0.106, 0.099, 0.074, 0.095

***

7.
# C43H63N8O3

8 unconnected molecules or ions with the total composition C43H63N8O3 (the ωB97M-V functional and the def2-TZVPD basis, OMol25).

Computed properties:
E_tot = -63672.819 eV
HOMO-LUMO gap (alpha / beta) = 8.34 / 8.20 eV
E_HOMO (alpha / beta) = -8.1 / -8.1 eV
E_LUMO (alpha / beta) = 0.283 / 0.150 eV
Largest force on an atom = 2.47 eV/Å
Molar mass = 740.03 g/mol
Spin multiplicity = 2

Element x y z (Å)
1 C 5.166 0.557 0.045
2 C 5.427 1.938 -0.491
3 O 5.671 2.121 -1.633
4 O 5.392 2.882 0.443
5 C 5.333 4.221 -0.062
6 C 3.922 4.619 -0.443
7 C 3.071 4.732 0.826
8 C 1.617 5.054 0.553
9 C 0.909 3.873 -0.142
10 C 0.128 4.325 -1.381
11 C -0.556 3.141 -2.059
12 C -1.459 3.731 -3.185
13 C 0.512 2.295 -2.771
14 N -1.449 2.379 -1.163
15 O -1.910 1.325 -1.727
16 C -0.882 2.052 0.166
17 C -0.031 0.758 0.193
18 C -2.085 1.795 1.110
19 C -0.089 3.194 0.805
20 H 4.341 0.530 0.747
21 H 4.938 -0.062 -0.810
22 H 6.083 0.168 0.477
23 H 5.636 4.864 0.756
24 H 6.039 4.411 -0.861
25 H 3.957 5.578 -0.957
26 H 3.475 3.890 -1.115
27 H 3.538 5.462 1.481
28 H 3.105 3.767 1.332
29 H 1.483 5.977 -0.009
30 H 1.098 5.197 1.499
31 H 1.680 3.139 -0.373
32 H 0.825 4.762 -2.090
33 H -0.611 5.044 -1.040
34 H -1.589 4.800 -3.057
35 H -1.031 3.570 -4.164
36 H -2.442 3.275 -3.165
37 H 0.877 2.893 -3.599
38 H 0.101 1.402 -3.220
39 H 1.378 2.066 -2.158
40 H 0.466 0.520 -0.741
41 H -0.643 -0.088 0.471
42 H 0.712 0.869 0.973
43 H -2.432 0.773 1.075
44 H -2.893 2.459 0.816
45 H -1.827 2.098 2.118
46 H 0.445 2.857 1.687
47 H -0.804 3.956 1.126
48 N -6.193 2.140 2.164
49 C -6.144 2.209 3.531
50 C -5.749 0.985 3.999
51 C -5.550 0.144 2.871
52 C -5.829 0.887 1.755
53 H -6.454 2.894 1.555
54 H -6.391 3.120 4.049
55 H -5.616 0.721 5.034
56 H -5.234 -0.887 2.878
57 H -5.798 0.634 0.709
58 N 3.259 -2.960 0.552
59 C 2.635 -2.536 -0.589
60 C 1.297 -2.800 -0.457
61 C 1.107 -3.399 0.817
62 C 2.334 -3.483 1.415
63 H 4.245 -2.895 0.730
64 H 3.193 -2.087 -1.394
65 H 0.536 -2.583 -1.190
66 H 0.173 -3.730 1.242
67 H 2.630 -3.868 2.377
68 N -2.716 -4.776 1.000
69 C -3.762 -5.015 1.854
70 C -4.588 -3.924 1.816
71 C -4.024 -2.994 0.900
72 C -2.873 -3.548 0.413
73 H -1.950 -5.400 0.825
74 H -3.827 -5.934 2.412
75 H -5.498 -3.805 2.381
76 H -4.420 -2.028 0.630
77 H -2.154 -3.178 -0.298
78 N -2.164 1.372 7.160
79 C -1.997 2.688 7.493
80 C -2.552 3.447 6.498
81 C -3.080 2.552 5.527
82 C -2.827 1.280 5.965
83 H -1.849 0.592 7.707
84 H -1.499 2.970 8.406
85 H -2.579 4.523 6.468
86 H -3.587 2.812 4.613
87 H -3.058 0.322 5.532
88 N 6.153 2.875 -5.809
89 C 7.004 3.431 -6.726
90 C 7.958 4.133 -6.040
91 C 7.673 3.991 -4.654
92 C 6.555 3.207 -4.543
93 H 5.355 2.309 -6.030
94 H 6.857 3.281 -7.782
95 H 8.771 4.686 -6.481
96 H 8.227 4.415 -3.833
97 H 6.014 2.861 -3.678
98 N 0.504 -4.387 -3.441
99 C 0.835 -5.039 -4.597
100 C -0.296 -5.137 -5.364
101 C -1.350 -4.516 -4.643
102 C -0.825 -4.061 -3.464
103 H 1.140 -4.178 -2.690
104 H 1.842 -5.376 -4.773
105 H -0.361 -5.602 -6.333
106 H -2.376 -4.414 -4.956
107 H -1.281 -3.536 -2.642
108 N -2.732 -8.368 1.302
109 C -3.900 -8.430 0.588
110 C -4.467 -9.653 0.822
111 C -3.613 -10.356 1.715
112 C -2.553 -9.537 1.994
113 H -2.103 -7.589 1.316
114 H -4.223 -7.602 -0.020
115 H -5.394 -10.007 0.400
116 H -3.761 -11.348 2.106
117 H -1.690 -9.684 2.621

Atomic partial charges in e from the Löwdin method, atoms 1 to 99: 0.030, -0.565, 0.112, 0.020, -0.167, -0.161, -0.197, -0.162, -0.310, -0.100, -0.464, -0.013, -0.028, -0.117, 0.002, -0.455, -0.009, -0.023, -0.114, 0.085, 0.072, 0.091, 0.125, 0.121, 0.127, 0.108, 0.115, 0.118, 0.116, 0.111, 0.114, 0.132, 0.130, 0.074, 0.074, 0.078, 0.082, 0.089, 0.068, 0.067, 0.067, 0.083, 0.069, 0.083, 0.079, 0.125, 0.128, 0.007, -0.148, -0.123, -0.103, -0.147, 0.143, 0.109, 0.088, 0.078, 0.107, 0.011, -0.139, -0.129, -0.102, -0.130, 0.144, 0.107, 0.080, 0.079, 0.108, 0.004, -0.146, -0.104, -0.105, -0.139, 0.124, 0.101, 0.093, 0.085, 0.092, -0.001, -0.147, -0.111, -0.115, -0.143, 0.142, 0.103, 0.087, 0.076, 0.105, 0.000, -0.150, -0.119, -0.112, -0.134, 0.142, 0.102, 0.087, 0.086, 0.077, 0.007, -0.143

***

8.
# C16H31NP2SZr

A molecular structure, C16H31NP2SZr (the ωB97M-V functional and the def2-TZVPD basis, OMol25).

Computed properties:
E_tot = -49254.064 eV
HOMO-LUMO gap = 4.75 eV
E_HOMO = -13.2 eV
E_LUMO = -8.486 eV
Largest force on an atom = 4.88 eV/Å
Molar mass = 422.67 g/mol
Charge = +2
Relative energy (zero: lowest compared OMol25 entry of this formula, charge and spin) = 353.2 kJ/mol

Element x y z (Å)
1 P 4.428 3.521 1.107
2 P 5.567 0.721 -0.707
3 C 6.125 2.875 0.900
4 C 6.419 2.275 -0.466
5 H 6.373 2.201 1.742
6 H 6.717 3.799 1.015
7 H 6.236 2.964 -1.302
8 H 7.476 1.993 -0.481
9 C 6.539 -0.390 0.318
10 H 6.153 -1.413 0.320
11 H 6.650 -0.037 1.347
12 H 7.518 -0.377 -0.179
13 C 5.982 0.213 -2.346
14 H 7.040 -0.057 -2.240
15 H 5.906 1.041 -3.053
16 H 5.413 -0.650 -2.691
17 C 4.606 4.379 2.650
18 H 3.630 4.725 2.991
19 H 5.262 5.226 2.428
20 H 5.065 3.728 3.400
21 C 4.293 4.789 -0.134
22 H 4.528 4.481 -1.158
23 H 5.029 5.543 0.201
24 H 3.302 5.249 -0.118
25 Zr 0.682 1.394 0.728
26 C 2.384 -0.747 -1.643
27 C 2.462 -1.023 -0.299
28 C 3.413 -0.305 0.667
29 C 3.084 0.799 1.723
30 C 3.192 2.361 1.352
31 C 2.528 2.728 0.012
32 C 2.934 2.029 -1.278
33 C 2.146 0.814 -1.975
34 C -0.965 1.628 -0.758
35 H 1.705 -1.393 -2.271
36 H 1.962 -1.907 0.139
37 H 4.148 0.225 -0.066
38 H 4.078 -1.039 1.200
39 H 2.120 0.614 2.315
40 H 3.849 0.679 2.510
41 H 2.696 2.828 2.236
42 H 2.126 3.755 -0.027
43 H 4.039 1.718 -1.253
44 H 3.028 2.805 -2.082
45 H 1.039 1.040 -2.100
46 H 2.586 0.944 -3.009
47 H -1.243 0.818 -1.463
48 H -0.947 2.538 -1.405
49 H -1.906 1.769 -0.177
50 S -0.530 -0.016 2.440
51 C -0.759 -1.266 1.283
52 N -1.004 -2.205 0.608

The Löwdin scheme yields these atomic charges, measured in e: 0.861, 0.791, -0.286, -0.359, 0.108, 0.114, 0.100, 0.104, -0.203, 0.071, 0.059, 0.062, -0.205, 0.060, 0.068, 0.065, -0.153, 0.078, 0.077, 0.090, -0.142, 0.079, 0.092, 0.080, 1.582, -0.016, -0.142, -0.270, -0.202, -0.452, -0.402, -0.257, -0.173, -0.294, 0.133, 0.103, -0.075, 0.127, 0.041, 0.134, 0.118, 0.086, 0.009, 0.129, 0.087, 0.121, 0.035, 0.029, 0.023, 0.557, -0.775, 0.132